[1]
Molecular formula: C12H22Br6O20S5
Method: DFT, the ωB97M-V functional and the def2-TZVPD basis

Values from the calculation:
* F_max: 2.0 eV/Å
* HOMO energy: -10.460 eV

Last column: Mulliken charge in e.
Geometry (Å):
S -29.4827 -6.5665 -8.1849  1.038
H -27.4520 -12.6963 -5.8624  0.408
H -29.3393 -9.4851 -7.9623  0.210
Br -25.9665 -10.7428 -6.0166  -0.006
H -25.2078 -15.0570 -8.6319  0.008
C -26.6498 -9.7076 -11.2732  -0.267
H -22.5711 -13.6336 0.2038  0.299
H -22.6640 -19.5547 -7.9886  0.330
C -28.2888 -8.1061 -6.5963  -0.188
H -22.9295 -17.9179 -8.6578  -0.047
O -25.6309 -10.7597 -14.5616  -0.528
H -25.6488 -11.3624 -10.3370  -0.166
O -24.8993 -10.9700 -12.2278  -0.315
H -28.7948 -8.6077 -5.7772  0.232
O -23.5522 -13.0591 -3.5924  -0.553
H -23.3584 -13.8030 -8.6240  0.332
O -29.0751 -5.3027 -8.6482  -0.549
C -26.5769 -10.4837 -2.6345  -0.120
H -26.5795 -8.6498 -11.0307  0.248
Br -27.9407 -11.8265 -2.9717  -0.017
O -23.3743 -16.0243 -5.5970  -0.399
Br -27.1903 -12.6194 -8.3389  -0.112
O -23.9778 -13.2711 -1.2090  -0.249
H -24.6255 -9.9176 -10.4571  0.323
O -26.8269 -9.7430 -12.6990  -0.339
C -26.6074 -12.4889 -6.5028  -0.299
Br -26.1512 -10.4571 -0.7846  -0.021
Br -27.2182 -8.8025 -3.3032  -0.024
H -22.4151 -15.0745 -7.8238  0.238
C -23.0784 -14.8564 -8.6513  -0.138
C -28.5001 -8.7827 -7.9558  0.281
H -27.5516 -10.0979 -10.8008  0.226
H -27.2257 -8.0147 -6.3810  0.237
O -22.3341 -15.0401 -9.8796  -0.379
H -20.5172 -17.7210 -8.2429  0.336
O -24.4339 -16.1290 -10.1371  -0.412
O -23.5492 -14.7940 -11.9568  -0.496
S -24.2955 -13.8115 -2.6622  1.139
O -30.8302 -6.9249 -8.2083  -0.528
O -22.5084 -16.9333 -11.3931  -0.564
C -22.6642 -13.7497 -0.8725  -0.396
H -21.7282 -15.4813 -1.8232  0.268
O -21.3378 -16.9692 -6.5232  -0.339
H -25.7066 -10.7817 -3.1980  0.130
H -22.9710 -15.8976 -0.6027  0.291
Br -25.2463 -13.7959 -6.1479  0.232
C -25.3647 -10.5216 -10.9727  0.283
S -26.0879 -11.0198 -13.2686  1.087
H -20.6061 -18.8753 -6.8856  0.331
O -28.6304 -7.7162 -8.8930  -0.249
S -23.1634 -15.7419 -11.0116  1.125
C -24.3401 -15.6937 -8.7852  0.078
H -27.6534 -9.4194 -8.2132  -0.170
C -22.6705 -15.1871 -1.3663  -0.313
O -25.6867 -13.8734 -2.8090  -0.459
C -22.5282 -18.4899 -7.8226  0.020
H -21.9238 -13.0919 -1.3300  0.266
O -26.8698 -12.1720 -13.0028  -0.547
S -22.6268 -17.2135 -5.6402  0.970
C -21.1241 -18.0768 -7.4178  -0.393
O -23.3233 -18.2533 -6.6200  -0.351
O -22.2621 -17.8690 -4.4507  -0.617
O -23.6317 -15.2196 -2.4526  -0.268
O -28.8856 -6.7989 -6.7317  -0.339
H -24.4537 -16.4728 -8.0305  0.193

[2]
Molecular formula: C34H74BN12O6P3
Method: DFT, the ωB97M-V functional and the def2-TZVPD basis

Values from the calculation:
* F_max: 6.0 eV/Å
* structure (SMILES): CCCCCCc1nc2cccc(OC#N)c2nc1CB(O)O.CN(C)P(=O)(N(C)C)N(C)C.CN(C)P(=O)(N(C)C)N(C)C.CN(C)P(=O)(N(C)C)N(C)C
* energy relative to the best compared isomer or geometry (same formula, charge and spin): 0.0 kcal per mole
* HOMO energy: -7.656 eV

Last column: Mulliken charge in e.
Geometry (Å):
C 14.1287 -2.4145 3.8902  -1.234
H 5.7235 1.2620 5.0224  0.406
C 6.8007 -1.0584 2.0631  0.466
H -6.9497 9.5350 -1.9889  0.235
C -4.0190 -7.0191 0.3958  -1.013
H 12.0773 -2.9376 3.2768  0.154
H -9.1938 -5.5436 -0.1074  0.415
H -7.5387 8.0389 0.8065  0.338
C -8.4400 -5.3157 -0.8676  -1.117
H -3.3685 -6.1392 0.4727  0.258
H 7.9097 -2.9360 -1.0166  0.369
N 7.1079 -1.8819 1.0212  -0.492
N -5.0394 -4.9227 -1.5585  0.272
N -7.5391 -6.4353 -1.0236  0.224
C -0.2977 -0.9848 1.3473  -1.171
H -4.1019 6.8551 0.9907  0.473
C 12.5982 -2.2585 3.9560  -0.270
H 0.7160 -0.2351 -1.9687  0.328
C -6.0850 -6.1232 1.3575  -0.811
H 0.1983 -1.9447 1.1812  0.428
H 9.4819 -2.1997 -1.1113  0.418
C 7.7380 -0.3153 2.7803  -0.038
H -9.2732 -7.5950 -1.3528  0.448
H -4.8960 9.3017 -1.1221  0.246
H -8.9557 -5.0691 -1.8059  0.310
H 1.0039 1.3239 -1.1900  0.375
H -2.9888 3.4569 -1.3661  0.283
P -6.4486 6.4840 -1.7323  0.653
H -8.3104 8.8357 -2.8778  0.195
H -6.2847 8.2949 -4.9370  0.411
H -3.5496 8.4547 -0.4494  0.401
H -8.5063 6.5312 -4.1419  0.250
H -4.7038 -4.4477 -3.6143  0.350
H -9.1771 7.8509 0.1339  0.413
H -4.9207 1.2511 -1.1688  0.378
C 5.0608 -0.1408 3.4893  -0.560
H -7.5265 5.0912 -3.8202  0.299
C 12.6474 -0.0420 2.5676  -0.677
H -8.5538 9.4998 -1.2798  0.393
H -7.0285 -6.6391 1.5491  0.190
O 8.7407 -4.9037 0.9724  -0.543
H -8.1275 -8.2880 -0.1920  0.262
O -1.3078 1.4585 1.4234  -0.867
N -7.6162 7.6399 -1.2826  0.037
H -6.5807 -3.4419 -1.5794  0.324
H -3.9049 -7.6244 1.2968  0.407
N 3.0691 -0.1702 0.5211  -0.383
C 12.1427 -0.7916 3.8114  -0.550
C 11.6384 0.0743 1.4004  -1.102
H 10.8983 -1.3503 -0.0036  0.282
H -4.9507 -2.8178 -1.5705  0.252
C 3.6632 -0.9639 1.1074  0.459
C -7.8536 8.9292 -1.8901  -0.820
C -4.2464 0.8347 -0.4140  -0.785
H -3.9168 8.1978 -2.1393  0.360
H -5.4618 -6.2840 2.2372  0.387
N -6.5730 6.9263 -3.3825  0.255
H 4.0170 -0.0474 3.7638  0.481
C -8.2137 -7.7190 -1.1285  -1.185
N -5.4168 -6.6411 0.1856  0.051
O 10.4960 -4.6685 -0.6375  -0.605
H -7.7889 -8.3282 -1.9301  0.345
N -1.0203 0.9610 -1.6704  0.051
C -3.2075 3.0265 -0.3795  -1.310
N -3.0119 1.5848 -0.3862  0.263
C -4.3725 8.3417 -1.1553  -1.082
H 12.3194 -2.5625 4.9707  0.378
H 11.0575 -0.7562 3.9158  0.108
N -5.2286 7.2372 -0.7531  0.189
H 0.6709 1.2783 -2.9072  0.443
H 14.3962 -3.4060 4.2536  0.396
C -4.1616 -4.7878 -2.7226  -1.043
H -3.3661 -4.0694 -2.5086  0.279
H -4.0927 -0.2058 -0.6949  -0.001
C -8.1470 7.4955 0.0734  -1.109
O -5.9505 -6.7316 -2.9152  -0.825
C 9.3822 -1.1241 1.4492  0.910
H -5.5632 -3.4794 -0.1015  0.196
H 12.2286 0.3080 0.5090  0.389
H -2.4461 -0.3091 -2.6140  0.168
O -5.7974 5.1317 -1.8431  -0.763
H -7.9306 -4.4198 -0.5194  0.381
H -4.7600 0.8508 0.5581  0.353
C -4.4944 6.3224 0.1215  -1.297
H -4.9098 7.1984 -4.6652  0.294
H 8.0945 1.0508 4.3915  0.467
H 14.5561 -1.6720 4.5679  0.269
H -8.1645 6.4440 0.3662  0.336
H -5.2343 8.5513 -3.5734  0.382
C -5.7048 7.7726 -4.1697  -1.134
H -3.6552 5.8458 -0.4007  0.462
H -1.7778 -2.6437 0.4078  0.394
C 0.4100 0.8175 -1.9524  -1.143
H -1.3038 0.4909 -3.6789  0.389
C -1.8922 0.6205 -2.7704  -0.737
H -3.0975 -1.4969 0.4106  0.327
C 8.3838 -1.8789 0.7285  0.240
P -1.4263 1.0513 -0.0201  0.658
H 12.5461 -0.2715 4.6864  0.502
H -3.6598 -7.6295 -0.4350  0.338
C 6.0192 0.6075 4.2159  -0.725
H 11.3114 -2.0992 1.5155  0.004
H 8.6993 -4.4160 1.8032  0.326
C -7.4866 6.1228 -4.1789  -1.158
H -3.6825 -5.7317 -2.9701  0.340
P -5.8775 -6.4393 -1.4421  0.641
H -4.2302 3.2942 -0.1169  0.473
N 9.0612 -0.3459 2.4482  -0.257
C -2.1166 -1.7037 -0.0297  -1.057
C 8.8191 -2.7376 -0.4364  -1.118
B 9.3824 -4.1582 0.0032  0.559
H 0.4847 -0.2445 1.4847  0.317
H -2.2221 -1.9282 -1.0962  0.185
H -7.1756 6.0830 -5.2228  0.460
O 4.4934 -1.7106 1.7663  -0.467
C 10.8522 -1.2112 1.0760  -0.127
H -6.2883 -5.0510 1.3026  0.229
H 14.5038 -2.2295 2.8856  0.320
H -2.5541 3.5127 0.3508  0.422
H 12.8586 0.9831 2.8849  0.311
H -5.1378 5.5325 0.5012  0.293
H -2.6129 1.4146 -2.9795  0.174
H 13.5875 -0.4295 2.1748  0.306
C 7.3290 0.5032 3.8559  -0.740
C 5.4479 -0.9420 2.4717  0.629
H 10.9883 0.9342 1.5473  0.457
N -1.1488 -0.6488 0.2075  0.272
C -5.5764 -3.6245 -1.1860  -0.898
H -0.8672 -1.0490 2.2850  0.355
H 11.2675 -4.7132 -0.0647  0.302

[3]
Molecular formula: C5H5F2N2
Method: DFT, the ωB97M-V functional and the def2-TZVPD basis

Values from the calculation:
* F_max: 4.6 eV/Å
* structure (SMILES): FNc1ccc[n+](F)c1
* net charge: +1
* energy relative to the best compared isomer or geometry (same formula, charge and spin): 29.8 kcal per mole
* HOMO energy: -13.640 eV

Last column: Mulliken charge in e.
Geometry (Å):
N 1.1214 1.0834 0.0259  0.299
F 1.7893 2.3139 0.1090  -0.159
H -3.1033 -0.6173 -0.3526  0.273
H 1.7430 -2.2437 0.1230  0.347
N -2.3064 0.0327 -0.2481  -0.094
C 1.8508 -0.0616 0.0993  -0.245
H 2.9404 0.0231 0.0196  0.417
F -2.7861 1.1730 0.2936  -0.166
C -0.1766 1.1849 -0.0821  -0.077
H -0.6299 2.1395 -0.0786  0.533
H -0.6054 -2.3118 0.1265  0.378
C 1.1956 -1.2663 0.1273  -0.413
C -0.9084 -0.1142 -0.1312  0.194
C -0.1243 -1.3354 -0.0316  -0.288

[4]
Molecular formula: C30H28N3O3
Method: DFT, the ωB97M-V functional and the def2-TZVPD basis

Values from the calculation:
* F_max: 3.1 eV/Å
* net charge: -1
* HOMO energy: -3.090 eV

Last column: Mulliken charge in e.
Geometry (Å):
H -2.3237 -2.9120 -1.5602  0.388
C -1.9817 -1.7331 2.9665  -0.969
H -5.0599 1.3831 2.8517  0.236
H -3.8436 1.5467 1.5339  0.331
H -2.7238 -1.6544 -2.7605  0.359
C 7.2721 -5.6780 1.2740  -0.803
H -1.3383 0.1219 -1.5365  0.590
H -2.7585 -2.3841 3.3694  0.408
C 1.4820 -2.6777 -1.3389  0.073
C -3.9980 1.3422 2.6052  -0.809
C -0.7136 -2.1831 2.6905  0.082
H -0.6499 -0.3958 -3.8899  0.423
H -1.5404 1.5744 2.1479  0.314
C -0.0958 0.0038 1.8668  -0.594
C 2.6962 -1.0217 1.7207  1.659
C -0.6047 -1.7881 -2.2573  1.890
H -1.0204 -1.0546 -0.2587  0.117
N 5.0667 -1.7192 0.9662  -0.688
C 3.5863 -4.4985 3.3743  -0.573
H 7.9235 -6.1949 1.9838  0.346
C 5.9085 -5.5481 1.5502  -0.283
C 6.9704 -4.4599 -0.8122  -0.622
C 0.9723 -5.4992 3.3546  -0.786
H 4.5971 -4.0810 3.3552  0.443
H 3.2800 -4.1067 5.4682  0.362
C -0.0577 -1.2627 -3.5686  -1.710
C 3.0106 -4.9511 2.1712  0.235
H 1.7835 -2.9062 2.1999  -0.821
O -3.6160 -0.0112 2.9392  -0.461
H -3.4323 2.0684 3.2094  0.311
N 3.0073 -3.9169 -0.0166  -0.152
C -1.3294 0.5063 2.2498  -0.905
C 3.6611 -4.5993 0.9037  -0.012
H 0.9614 -3.7986 0.4966  0.373
H 0.9112 -4.9262 5.4391  0.353
N 2.7744 1.3016 2.8898  -0.768
H 5.4849 -5.9857 2.4551  0.453
H -1.9191 -3.1642 -3.2752  0.421
C 1.6060 -1.8685 1.8710  1.359
H 1.3299 -5.9641 1.2639  0.477
C 2.7283 0.2633 2.3426  -1.154
C -1.9800 -2.4112 -2.4745  -1.871
C 7.8035 -5.1409 0.0885  -0.414
C 1.7196 -5.5102 2.1787  0.282
C 3.9724 -1.4503 1.2867  -0.140
H 0.5936 0.6769 1.3612  0.382
O 0.2096 -2.9380 -1.7524  -0.412
H 0.9845 -0.9561 -3.4490  0.328
O 2.2706 -1.9485 -1.9132  -0.704
C -0.6544 -0.6768 -1.2214  -1.314
H 0.3388 -0.2225 -1.0858  0.317
C 0.2766 -1.3383 2.1295  0.644
C 2.8323 -4.4912 4.5488  -0.909
C -2.3225 -0.3779 2.7275  1.030
C 5.6153 -4.3232 -0.5267  -0.603
H -0.0394 -5.9118 3.3521  0.416
H 7.3641 -4.0217 -1.7304  0.360
H -0.1228 -2.0339 -4.3472  0.389
H 8.8697 -5.2472 -0.1276  0.337
C 1.5157 -4.9638 4.5303  -0.423
C 1.8207 -3.4239 -0.0843  -0.297
H -0.4535 -3.2188 2.9234  0.215
H 4.9415 -3.7920 -1.1969  0.367
C 5.0737 -4.8409 0.6588  1.131

Number 1: total energy -528176.30908 eV, orbital gap 10.0 eV. Number 2: total energy -95164.10698 eV, orbital gap 7.1 eV. Number 3: total energy -13669.04969 eV, orbital gap 8.6 eV. Number 4: total energy -42176.05365 eV, orbital gap 5.1 eV.